The following is a DFT calculation (ωB97M-V/def2-TZVPD) of C16H22ClNO3 in the gas phase.

Geometry as XYZ:
```
43
Properties=species:S:1:pos:R:3:forces:R:3
C 1.0715 3.1352 -0.4488 0.011 -0.027 0.004
C 1.4779 1.6967 -0.3792 0.196 -0.009 0.030
C 0.5804 0.6788 -0.6750 -0.101 -0.239 -0.071
C 0.9447 -0.6579 -0.6053 0.388 0.275 0.005
O 0.1136 -1.6987 -0.9258 0.033 -0.010 0.074
C -1.2549 -1.4495 -1.0800 0.117 0.059 0.093
C -1.8825 -0.9990 0.2486 0.033 -0.177 -0.189
O -1.2280 -0.9587 1.2685 0.235 -0.071 0.098
N -3.1975 -0.6838 0.2196 -0.306 0.107 0.185
C -4.0748 -0.6227 -0.9274 -0.127 0.342 -0.208
C -4.5252 0.8330 -1.1286 0.045 -0.312 -0.239
O -5.1534 1.3324 0.0253 -0.148 0.031 -0.018
C -4.2939 1.2759 1.1443 0.118 -0.237 0.271
C -3.8330 -0.1584 1.4156 0.018 0.329 0.184
C 2.2501 -1.0115 -0.2289 -0.308 -0.134 -0.190
C 2.5984 -2.4732 -0.0919 0.088 -0.071 0.110
C 4.0802 -2.7731 -0.3031 -0.277 0.043 -0.080
C 2.1397 -2.9492 1.2906 -0.085 -0.062 -0.250
C 3.1446 0.0007 0.0650 -0.158 0.026 -0.064
C 2.7647 1.3299 -0.0141 -0.210 -0.117 -0.033
Cl 3.9326 2.5545 0.3647 0.184 0.163 0.062
H 1.1823 3.6040 0.5283 -0.011 0.100 0.017
H 1.7111 3.6752 -1.1460 -0.012 0.095 -0.010
H 0.0379 3.2336 -0.7700 -0.073 0.010 -0.022
H -0.4248 0.9624 -0.9480 -0.122 0.025 -0.031
H -1.6871 -2.4110 -1.3752 -0.039 0.180 -0.036
H -1.4376 -0.7142 -1.8758 -0.024 -0.114 0.081
H -3.5902 -0.9981 -1.8252 -0.011 -0.023 -0.012
H -4.9581 -1.2382 -0.7182 0.069 0.008 -0.109
H -5.2597 0.9022 -1.9325 0.089 -0.011 -0.013
H -3.6499 1.4531 -1.3808 -0.048 -0.054 -0.013
H -4.8661 1.6654 1.9867 0.093 -0.007 -0.002
H -3.4142 1.9151 0.9745 -0.051 -0.038 0.031
H -3.1062 -0.1876 2.2275 -0.131 -0.010 -0.048
H -4.6960 -0.7843 1.6649 0.033 0.035 0.027
H 2.0238 -3.0166 -0.8482 0.081 0.032 0.070
H 4.4350 -2.3315 -1.2316 0.118 0.021 -0.083
H 4.2316 -3.8492 -0.3536 0.055 -0.086 0.023
H 4.6799 -2.3913 0.5195 0.127 0.048 0.084
H 2.2971 -4.0204 1.3951 0.023 -0.140 0.068
H 1.0841 -2.7321 1.4301 -0.123 0.004 0.086
H 2.7007 -2.4356 2.0684 0.074 0.054 0.103
H 4.1521 -0.2352 0.3653 0.135 -0.037 0.016
```
Positions in Å, forces in eV/Å.

Results
- gap between HOMO and LUMO (eV) = 8.7
- charge = 0
- E_HOMO (eV) = -8.10
- SMILES = Cc1cc(OCC(=O)N2CCOCC2)c(C(C)C)cc1Cl

=====

The following is a DFT calculation (ωB97M-V/def2-TZVPD) of a molecular structure, C3H3O4Yb.

Geometry as XYZ:
```
11
Properties=species:S:1:pos:R:3:forces:R:3
C -0.1588 2.1947 -1.1070 -1.191 -2.701 -3.743
C -0.5951 0.8861 -0.9951 0.006 -1.653 2.988
H -1.5606 0.3884 -0.8754 0.216 -0.131 -0.769
Yb 1.8441 3.6677 -0.6857 1.003 0.949 0.233
O -0.6486 1.9154 -2.3289 0.679 2.150 1.978
O 0.5156 -0.2577 0.0907 0.352 3.040 -2.113
C 0.3587 -1.2907 0.7651 -0.575 -2.015 2.952
O -0.7832 -1.8029 1.1208 0.281 0.160 -0.558
O 1.4033 -1.8173 1.3277 -0.459 0.936 -1.297
H -1.5527 -1.3279 0.7731 -0.231 -0.298 0.118
H 1.1774 -2.5559 1.9147 -0.082 -0.438 0.212
```
Positions in Å, forces in eV/Å.

Results
- gap between HOMO and LUMO (alpha / beta) (eV) = 9.2 / 6.3
- charge = +3
- E_HOMO (alpha / beta) (eV) = -23.58 / -24.02
- ⟨S²⟩ = 2.028
- multiplicity = 3

=====

In the order shown, the computed ΔE to the lowest compared entry with this formula, charge and spin values come out to 56.82, 411.61 kJ/mol.